Entry from the Open Molecules 2025 dataset: 12 unconnected molecules or ions with the total composition C66H69B4F5N12O5 (ωB97M-V with the def2-TZVPD basis set).

Calculated total energy: -113973.5832 eV
Frontier orbital gap: 9.21 eV
E_LUMO: 0.07 eV
SMILES string: C[C@@H](O)CB1OB(B(N)O)OB(C(F)(F)c2cccc(C(F)(F)F)c2)O1.c1ccncc1.c1ccncc1.c1ccncc1.c1ccncc1.c1ccncc1.c1ccncc1.c1ccncc1.c1ccncc1.c1ccncc1.c1ccncc1.c1ccncc1
E_HOMO: -9.14 eV

Cartesian coordinates (Å):
F  -1.31  1.49  -0.50
F  -2.20  2.97  5.15
F  -3.44  2.05  -1.29
F  -0.47  4.57  5.00
F  -2.59  5.30  5.33
O  -2.38  -0.55  0.96
O  -7.82  -0.38  2.27
O  -4.29  -1.72  1.99
O  -4.69  0.58  0.99
O  -1.46  -3.19  4.97
N  -7.05  4.01  -5.53
N  8.76  -2.43  -3.72
N  0.29  -8.32  2.29
N  -6.22  -0.56  4.31
N  6.97  -2.83  2.16
N  -6.37  4.77  -9.35
N  14.12  -0.60  -2.37
N  3.34  -0.74  4.73
N  -5.62  10.34  3.49
N  1.80  -9.46  -1.56
N  -2.17  8.99  0.55
N  -3.36  -4.97  3.55
C  2.54  -9.10  2.66
C  1.54  -8.58  1.86
C  -7.16  10.36  5.82
C  6.88  -3.43  -0.57
C  13.87  -1.86  -4.41
C  -6.96  10.45  3.45
C  5.27  -1.80  6.44
C  -5.98  5.76  -11.51
C  -7.32  3.73  -4.24
C  -5.06  10.23  4.71
C  -4.66  -4.70  3.38
C  2.24  -9.37  3.99
C  6.76  -1.88  1.24
C  12.80  -0.74  -2.17
C  3.07  -1.01  6.02
C  -5.51  -5.44  2.57
C  -1.40  9.83  -0.15
C  -1.26  -2.52  3.71
C  1.70  -10.05  -4.29
C  0.03  -8.59  3.58
C  -5.79  3.76  -5.95
C  -2.19  -1.20  3.60
C  14.63  -1.16  -3.48
C  -5.55  5.25  -10.30
C  -2.86  5.79  1.04
C  -2.90  4.53  0.11
C  8.56  -1.48  -4.64
C  -5.78  10.23  5.89
C  11.96  -1.43  -3.04
C  -3.14  9.54  1.29
C  -7.35  5.78  -11.77
C  12.51  -1.99  -4.18
C  -1.55  11.21  -0.15
C  8.89  -4.03  -5.52
C  1.93  -11.05  -3.36
C  1.52  -8.75  -3.85
C  -2.64  1.84  -0.10
C  -2.87  -6.02  2.87
C  -3.63  -6.82  2.03
C  -4.97  -6.52  1.88
C  -2.16  4.34  3.13
C  -5.10  2.97  -3.81
C  0.96  -9.11  4.46
C  -3.39  10.90  1.36
C  8.92  -3.68  -4.17
C  -6.39  3.22  -3.35
C  8.50  -1.72  -6.01
C  0.27  -2.01  3.53
C  -7.69  4.80  -9.63
C  -4.80  3.24  -5.14
C  -2.57  11.75  0.62
C  8.68  -3.02  -6.45
C  1.96  -10.71  -2.02
C  -2.48  5.73  2.54
C  -2.19  3.03  2.31
C  -2.58  3.16  0.79
C  -8.22  5.29  -10.81
C  6.71  -2.12  -0.13
C  -1.82  4.26  4.70
C  4.58  -1.00  4.31
C  5.58  -1.53  5.12
C  -7.77  10.47  4.58
C  7.10  -4.43  0.37
C  7.13  -4.09  1.71
C  1.58  -8.50  -2.48
C  3.99  -1.53  6.91
B  -2.94  -1.17  2.17
B  -3.29  0.54  0.68
B  -5.10  -0.50  1.86
B  -6.48  -0.47  2.82
H  2.13  -11.46  -1.25
H  -4.49  5.21  -10.05
H  9.03  -5.06  -5.82
H  -1.54  -3.25  2.86
H  6.85  -3.66  -1.62
H  14.33  -2.29  -5.29
H  -0.90  11.84  -0.74
H  8.64  -3.25  -7.51
H  1.72  -8.35  0.82
H  -2.97  -1.10  4.44
H  10.90  -1.51  -2.82
H  -3.18  -7.65  1.51
H  -7.76  10.36  6.73
H  3.53  -9.29  2.26
H  0.69  -9.31  5.49
H  6.57  -1.72  4.72
H  11.88  -2.54  -4.88
H  -3.12  6.81  0.59
H  -5.03  -3.85  3.94
H  -5.60  3.99  -6.99
H  -8.02  -1.27  1.88
H  15.70  -1.04  -3.62
H  1.34  -7.94  -4.54
H  7.24  -5.46  0.06
H  -8.33  4.41  -8.84
H  -5.54  0.17  4.60
H  12.42  -0.28  -1.27
H  -2.30  -3.72  4.89
H  1.66  -10.28  -5.35
H  -9.29  5.29  -10.97
H  -6.55  -5.18  2.48
H  -3.17  4.59  -1.00
H  -4.19  11.29  1.97
H  3.00  -9.78  4.65
H  0.22  -1.16  2.76
H  -7.72  6.17  -12.70
H  -2.73  12.82  0.65
H  -8.33  3.94  -3.93
H  9.09  -4.43  -3.41
H  -0.99  -8.38  3.90
H  -3.98  10.14  4.71
H  0.93  -2.87  3.16
H  -2.45  6.69  3.15
H  -4.35  2.56  -3.15
H  -5.27  10.14  6.84
H  7.29  -4.84  2.47
H  6.54  -1.31  -0.82
H  -5.27  6.14  -12.24
H  6.02  -2.21  7.11
H  -6.66  3.01  -2.32
H  -3.75  8.84  1.85
H  2.05  -0.79  6.33
H  4.78  -0.77  3.27
H  -1.95  2.02  2.77
H  8.33  -0.91  -6.71
H  -8.84  10.57  4.49
H  -1.81  -6.22  3.02
H  -3.81  3.06  -5.53
H  2.07  -12.08  -3.67
H  6.63  -0.88  1.63
H  0.65  -1.56  4.52
H  -5.73  -1.47  4.47
H  1.45  -7.50  -2.09
H  -5.60  -7.12  1.23
H  8.43  -0.47  -4.25
H  -7.39  10.53  2.46
H  -0.62  9.36  -0.74
H  -1.55  -0.24  3.67
H  3.72  -1.73  7.94

Atom charges from the Mulliken analysis, given in e for atoms 1 to 6: -0.33 -0.20 -0.15 -0.23 -0.26 -0.49